Below is a cluster of 2 separate species, C2H2N2 in total at a distorted geometry, with properties calculated with the ωB97M-V functional and the def2-TZVPD basis.

**HOMO**: -12.134 eV
**Gap between HOMO and LUMO**: 13.2 eV
**SMILES**: C#N.C#N
**E_tot**: -186.8559 Eh
**Relative energy (zero: lowest compared OMol25 entry of this formula, charge and spin)**: 55.6 kJ/mol
**E_LUMO**: 0.041 hartree

```
! RIJCOSX wB97M-V def2-TZVPD def2/J DEFGRID3
* xyz 0 1
C 0.716 -1.267 -0.165
C -0.307 1.207 -1.089
N -1.196 0.478 -1.008
N 1.489 -0.850 0.568
H 0.281 -1.841 -0.895
H 0.635 1.628 -0.916
*
```

Mulliken atomic charge list, values in e, 5 entries: 0.059, 0.088, -0.381, -0.385, 0.317

Below is a structure of composition C16H32HgO2P2 at a distorted geometry, with properties calculated with the ωB97M-V functional and the def2-TZVPD basis.

**HOMO (alpha / beta)**: -3.264 / -3.356 eV
**Gap between HOMO and LUMO (alpha / beta)**: 3.2 / 3.1 eV
**E_tot**: -1615.0896 Eh
**Relative energy (zero: lowest compared OMol25 entry of this formula, charge and spin)**: 706.2 kJ/mol
**E_LUMO (alpha / beta)**: -0.004 / -0.009 hartree

```
! RIJCOSX wB97M-V def2-TZVPD def2/J DEFGRID3
* xyz 0 1
P 0.971 -2.105 1.670
P 0.357 2.194 2.065
C 1.019 -0.555 0.698
C 1.312 0.868 1.261
H 0.080 -0.514 0.114
H 1.806 -0.754 -0.036
H 2.176 0.796 1.927
H 1.573 1.485 0.398
C -1.070 2.875 1.240
H -1.563 3.621 1.888
H -1.757 2.081 1.002
H -0.742 3.389 0.325
C 1.528 3.512 2.358
H 1.198 4.460 1.918
H 2.489 3.246 1.912
H 1.749 3.677 3.418
C -0.343 -3.101 0.904
H -0.411 -4.031 1.505
H -0.084 -3.334 -0.137
H -1.278 -2.538 1.009
C 2.468 -3.028 1.597
H 3.329 -2.359 1.642
H 2.501 -3.592 0.662
H 2.496 -3.740 2.431
Hg -2.306 -0.335 -0.892
C -0.206 1.240 -2.247
C -1.605 1.341 -2.267
C -2.389 0.715 -3.443
C -1.973 -0.790 -3.686
C -1.254 -1.508 -2.483
C 0.151 -1.581 -2.346
C 1.156 -0.773 -3.103
C 0.647 0.690 -3.350
C 0.269 -1.771 3.241
H 0.383 1.734 -1.450
H -1.984 2.327 -1.933
H -2.321 1.271 -4.390
H -3.436 0.749 -3.107
H -2.935 -1.336 -3.777
H -1.383 -0.908 -4.615
H -1.673 -2.483 -2.324
H 0.556 -2.502 -1.897
H 1.348 -1.278 -4.084
H 2.143 -0.767 -2.575
H 1.562 1.314 -3.441
H 0.137 0.699 -4.335
H 0.399 -0.723 3.534
H 0.783 -2.392 3.974
H -0.827 -1.922 3.170
O -2.435 1.397 3.558
C -1.355 1.627 4.044
O -0.133 1.445 3.402
H -1.122 1.968 5.055
*
```

Mulliken atomic charge list, values in e, 5 entries: 1.623, 1.660, 1.646, -1.839, -1.625

Below is an isolated molecule of C5H8O at a distorted geometry, with properties calculated with the ωB97M-V functional and the def2-TZVPD basis.

**HOMO**: -9.625 eV
**Gap between HOMO and LUMO**: 10.6 eV
**SMILES**: O[C@H]1C[C@H]2C[C@H]21
**E_tot**: -270.4816 Eh
**Relative energy (zero: lowest compared OMol25 entry of this formula, charge and spin)**: 200.3 kJ/mol
**E_LUMO**: 0.037 hartree

```
! RIJCOSX wB97M-V def2-TZVPD def2/J DEFGRID3
* xyz 0 1
O 0.981 -1.338 -1.466
C 0.926 -0.498 -0.347
C 0.639 1.020 -0.482
C -0.318 0.914 0.697
C -1.412 -0.051 0.418
C -0.113 -0.671 0.723
H 0.072 -1.512 -1.734
H 1.828 -0.663 0.240
H 0.190 1.308 -1.438
H 1.519 1.643 -0.300
H -0.321 1.592 1.549
H -1.836 -0.132 -0.573
H -2.129 -0.170 1.220
H -0.027 -1.442 1.493
*
```

Mulliken atomic charge list, values in e, 5 entries: -0.544, 0.073, -0.710, -0.139, -0.612

Below is a cluster of 2 separate species, ClIO2S in total, with properties calculated with the ωB97M-V functional and the def2-TZVPD basis.

**HOMO**: -9.880 eV
**Gap between HOMO and LUMO**: 8.6 eV
**E_tot**: -1306.5350 Eh
**Relative energy (zero: lowest compared OMol25 entry of this formula, charge and spin)**: 5.0 kJ/mol
**E_LUMO**: -0.048 hartree

```
! RIJCOSX wB97M-V def2-TZVPD def2/J DEFGRID3
* xyz 0 1
O 2.332 0.645 1.104
O 1.123 -0.543 -0.669
S 1.736 0.662 -0.197
Cl -1.648 -0.971 -0.369
I -3.543 0.206 0.131
*
```

Mulliken analysis output, partial charges in e: -0.360, -0.344, 0.701, -0.165, 0.168

Below is a cluster of 2 separate species, C5H10NO2 in total at a distorted geometry, with properties calculated with the ωB97M-V functional and the def2-TZVPD basis.

**HOMO**: -4.162 eV
**Gap between HOMO and LUMO**: 7.4 eV
**E_tot**: -401.6329 Eh
**Relative energy (zero: lowest compared OMol25 entry of this formula, charge and spin)**: 509.2 kJ/mol
**E_LUMO**: 0.119 hartree

```
! RIJCOSX wB97M-V def2-TZVPD def2/J DEFGRID3
* xyz -1 1
O -1.815 1.725 2.601
C -0.548 1.701 2.693
O 0.137 0.584 2.841
C 0.671 -0.228 -2.014
C 0.235 -0.104 -0.539
C 0.806 -1.229 0.157
C -1.260 0.116 -0.440
N 1.864 -0.100 -2.702
H 0.056 2.608 2.491
H 0.768 0.793 -0.113
H 0.452 -1.392 1.197
H 1.916 -1.046 0.113
H 0.579 -2.196 -0.292
H -1.742 -0.666 -1.158
H -1.675 -0.077 0.544
H -1.565 1.138 -0.748
H -0.222 -0.362 -2.644
H 1.342 -1.265 -1.984
*
```

Mulliken atomic charge list, values in e, 5 entries: -0.672, 0.049, -0.676, -0.029, 1.315

Below is an isolated molecule of C5H7N at a distorted geometry, with properties calculated with the ωB97M-V functional and the def2-TZVPD basis.

**HOMO**: -8.938 eV
**Gap between HOMO and LUMO**: 9.9 eV
**SMILES**: CC(C)=C1C=N1
**E_tot**: -249.3081 Eh
**Relative energy (zero: lowest compared OMol25 entry of this formula, charge and spin)**: 433.7 kJ/mol
**E_LUMO**: 0.035 hartree

```
! RIJCOSX wB97M-V def2-TZVPD def2/J DEFGRID3
* xyz 0 1
C 1.919 1.895 -1.256
C 1.006 0.952 -0.734
C 0.137 0.226 -0.121
C -1.037 0.717 0.668
C 0.279 -1.261 -0.179
N 1.201 2.750 -0.665
H 2.653 1.892 -1.912
H -1.101 1.794 0.419
H -2.034 0.370 0.379
H -0.707 0.631 1.701
H 0.806 -1.640 -1.045
H 0.639 -1.317 0.886
H -0.665 -1.769 -0.280
*
```

Mulliken atomic charge list, values in e, 5 entries: -0.852, 0.584, 0.713, -1.160, -1.168